{
  "formula": "C20H18MoN2O6PS",
  "method": "ωB97M-V with the def2-TZVPD basis set",
  "homo_lumo_gap_ha": [0.28827, 0.26538],
  "multiplicity": 3,
  "s2": 2.03,
  "charge": 1,
  "elements": ["Mo", "O", "C", "O", "C", "C", "C", "C", "C", "C", "S", "H", "H", "H", "H", "O", "C", "O", "C", "C", "N", "N", "C", "C", "O", "O", "H", "H", "H", "C", "P", "C", "C", "C", "C", "C", "C", "C", "H", "H", "H", "H", "H", "H", "H", "H", "H", "H", "H"],
  "xyz": [[0.8118, -0.0161, 1.6411], [-3.1157, 0.5627, -1.0627], [-2.6287, -0.2893, -0.3752], [-2.1800, 0.0873, 0.8493], [-2.6160, -1.7177, -0.8350], [-3.8651, -2.1688, -1.2787], [-4.0142, -3.3962, -1.8912], [-2.8935, -4.1801, -2.1342], [-1.6475, -3.7436, -1.7282], [-1.5237, -2.5408, -1.0514], [-1.1547, -0.7298, 1.9500], [-4.7171, -1.5169, -1.1493], [-4.9940, -3.7235, -2.2097], [-2.9834, -5.1260, -2.6503], [-0.7679, -4.3360, -1.9317], [3.3246, -5.5305, 0.1018], [3.2985, -4.5028, -0.7508], [3.4080, -4.6441, -1.9289], [3.1637, -3.1282, -0.1501], [4.1787, -2.2408, 0.1237], [3.6098, -1.0892, 0.5150], [2.2603, -1.1500, 0.4563], [1.9875, -2.3987, 0.0571], [0.6233, -2.9682, -0.1484], [0.4098, -4.1119, 0.1250], [-0.2256, -2.0924, -0.7070], [3.0803, -5.2578, 0.9956], [5.2493, -2.3494, 0.0667], [4.0668, -0.2032, 0.6596], [0.5080, 1.9974, -1.1909], [0.6454, 2.1569, 0.6270], [2.4060, 2.5979, 0.9348], [-0.3263, 3.6004, 1.0726], [-1.4953, 3.4466, 1.8098], [-2.2646, 4.5613, 2.1148], [-1.8660, 5.8187, 1.6908], [-0.6970, 5.9744, 0.9543], [0.0719, 4.8678, 0.6417], [-0.4828, 2.3331, -1.4958], [0.6212, 0.9568, -1.4961], [1.2593, 2.6045, -1.6948], [2.4664, 3.2908, 1.7729], [2.8784, 3.0413, 0.0589], [2.9976, 1.7128, 1.2107], [-1.8141, 2.4628, 2.1291], [-3.1774, 4.4425, 2.6825], [-2.4675, 6.6849, 1.9320], [-0.3888, 6.9571, 0.6242], [0.9804, 4.9942, 0.0635]],
  "lowdin_charge": [0.711, 0.145, -0.508, -0.455, -0.069, 0.001, -0.045, -0.036, 0.009, -0.165, 0.616, 0.130, 0.116, 0.118, 0.128, 0.159, -0.484, 0.176, -0.042, 0.039, 0.034, -0.067, -0.119, -0.437, 0.181, 0.043, 0.131, 0.156, 0.156, -0.211, 0.789, -0.251, -0.387, -0.082, -0.057, -0.058, -0.064, -0.089, 0.060, 0.034, 0.051, 0.057, 0.053, -0.001, 0.086, 0.114, 0.114, 0.112, 0.109]
}

{
  "formula": "C20H18N6O4",
  "method": "ωB97M-V with the def2-TZVPD basis set",
  "homo_lumo_gap_ha": 0.32781,
  "smiles": "O=C1CCN(c2ccccc2C(=O)NCCc2nc(-c3ccccn3)no2)C(=O)N1",
  "elements": ["O", "C", "C", "C", "N", "C", "C", "C", "C", "C", "C", "C", "O", "N", "C", "C", "C", "N", "C", "C", "C", "C", "C", "C", "N", "N", "O", "C", "O", "N", "H", "H", "H", "H", "H", "H", "H", "H", "H", "H", "H", "H", "H", "H", "H", "H", "H", "H"],
  "xyz": [[6.4509, 1.0254, -2.9427], [5.3171, 0.6494, -2.9556], [4.9788, -0.8019, -2.9456], [3.5431, -1.0067, -3.4802], [2.6403, -0.0097, -2.9362], [1.3110, -0.3980, -2.6508], [0.4782, -0.8395, -3.7045], [-0.8097, -1.3266, -3.4648], [-1.3197, -1.3479, -2.1600], [-0.5218, -0.8497, -1.1227], [0.8037, -0.3996, -1.3261], [1.6009, 0.0227, -0.1177], [2.8194, -0.0744, -0.0740], [0.8931, 0.5411, 0.9565], [1.4930, 1.1909, 2.1330], [0.9370, 0.4343, 3.3748], [-0.5478, 0.7009, 3.5288], [-1.4828, 0.1817, 2.7920], [-2.6629, 0.6880, 3.3190], [-4.0322, 0.2522, 3.0121], [-5.1481, 0.6397, 3.7880], [-6.3754, 0.0255, 3.5175], [-6.5261, -0.8187, 2.4424], [-5.3804, -1.1347, 1.6768], [-4.1913, -0.6229, 1.9674], [-2.4358, 1.5243, 4.3202], [-1.0202, 1.5956, 4.4417], [3.0758, 1.3076, -2.8040], [2.2977, 2.2396, -2.7286], [4.3783, 1.6400, -2.9347], [5.6829, -1.3807, -3.5865], [5.0808, -1.1286, -1.9470], [3.5342, -1.0087, -4.6040], [3.2118, -2.0124, -3.2404], [0.8533, -0.7298, -4.7358], [-1.4661, -1.6082, -4.2637], [-2.3159, -1.6542, -1.9295], [-0.9151, -0.8610, -0.1078], [-0.1104, 0.4794, 0.8830], [2.6027, 1.0749, 2.0799], [1.2570, 2.2421, 2.1691], [1.4749, 0.8096, 4.2579], [1.1512, -0.6329, 3.2616], [-4.9775, 1.3651, 4.5771], [-7.2344, 0.3708, 4.0987], [-7.5185, -1.1883, 2.1536], [-5.5503, -1.7519, 0.7764], [4.6756, 2.5857, -2.7648]],
  "lowdin_charge": [0.092, -0.469, -0.046, -0.127, 0.002, -0.153, 0.004, -0.066, -0.061, -0.015, -0.039, -0.394, 0.059, 0.062, -0.133, -0.071, -0.319, 0.189, -0.267, -0.199, -0.005, -0.078, -0.069, -0.137, 0.103, 0.147, 0.035, -0.485, 0.083, 0.213, 0.144, 0.114, 0.134, 0.126, 0.126, 0.097, 0.095, 0.103, 0.087, 0.133, 0.118, 0.122, 0.129, 0.109, 0.111, 0.108, 0.111, 0.176]
}

{
  "formula": "C20H18N6O4S3",
  "method": "ωB97M-V with the def2-TZVPD basis set",
  "homo_lumo_gap_ha": 0.30910,
  "smiles": "CCc1nnc(NC(=O)CSc2nnc(-c3ccc(NS(=O)(=O)c4ccccc4)cc3)o2)s1",
  "elements": ["C", "C", "C", "N", "N", "C", "N", "C", "O", "C", "S", "C", "N", "N", "C", "C", "C", "C", "C", "N", "S", "O", "O", "C", "C", "C", "C", "C", "C", "C", "C", "O", "S", "H", "H", "H", "H", "H", "H", "H", "H", "H", "H", "H", "H", "H", "H", "H", "H", "H", "H"],
  "xyz": [[-3.6690, -4.6497, 0.6066], [-3.0688, -3.5302, -0.2446], [-3.8325, -2.2713, -0.0934], [-3.3695, -1.1872, 0.4016], [-4.2311, -0.1817, 0.4563], [-5.3969, -0.4670, -0.0097], [-6.4665, 0.3721, -0.0935], [-6.5685, 1.7274, 0.1608], [-7.6493, 2.2543, 0.0776], [-5.3074, 2.4685, 0.5144], [-4.1501, 2.4586, -0.9076], [-2.7209, 1.9737, -0.0632], [-2.4554, 2.1307, 1.1972], [-1.2533, 1.5744, 1.4023], [-0.8307, 1.1118, 0.2638], [0.4091, 0.4265, 0.0047], [1.2830, 0.1558, 1.0601], [2.4709, -0.5000, 0.8281], [2.8163, -0.8908, -0.4672], [4.0176, -1.5402, -0.6960], [5.4319, -1.1914, 0.1585], [5.2699, -1.5658, 1.5274], [6.4657, -1.8032, -0.6184], [5.5205, 0.5891, 0.0185], [5.1895, 1.3868, 1.0948], [5.2058, 2.7639, 0.9406], [5.5526, 3.3182, -0.2813], [5.8933, 2.5047, -1.3516], [5.8744, 1.1281, -1.2028], [1.9369, -0.6315, -1.5192], [0.7423, 0.0153, -1.2852], [-1.7340, 1.3509, -0.7291], [-5.5258, -2.1322, -0.5796], [-4.6946, -4.8516, 0.3042], [-3.6637, -4.3697, 1.6572], [-3.0863, -5.5588, 0.4867], [-3.0738, -3.8292, -1.2961], [-2.0401, -3.3303, 0.0591], [-7.3421, -0.0489, -0.3842], [-4.7696, 2.0009, 1.3376], [-5.5619, 3.5019, 0.7453], [1.0013, 0.4639, 2.0538], [3.1399, -0.7414, 1.6369], [4.2088, -1.7978, -1.6517], [4.9395, 0.9238, 2.0353], [4.9488, 3.4017, 1.7721], [5.5641, 4.3912, -0.3998], [6.1727, 2.9422, -2.2979], [6.1472, 0.4662, -2.0097], [2.1967, -0.9460, -2.5198], [0.0631, 0.2133, -2.1003]],
  "lowdin_charge": [-0.104, -0.245, -0.589, 0.036, -0.013, -0.607, 0.097, -0.522, 0.094, -0.331, 1.023, -0.719, 0.046, 0.108, -0.302, -0.152, 0.006, -0.019, -0.294, -0.050, 0.670, -0.275, -0.283, -0.281, -0.059, -0.058, -0.069, -0.065, -0.059, -0.013, -0.010, 0.073, 1.092, 0.060, 0.082, 0.073, 0.112, 0.117, 0.149, 0.073, 0.092, 0.118, 0.097, 0.119, 0.113, 0.109, 0.107, 0.107, 0.115, 0.113, 0.118]
}

{
  "formula": "C20H19B2F7N7O6Tc",
  "method": "ωB97M-V with the def2-TZVPD basis set",
  "homo_lumo_gap_ha": [0.31425, 0.19069],
  "multiplicity": 4,
  "s2": 3.80,
  "charge": 3,
  "elements": ["Tc", "C", "C", "N", "O", "B", "F", "F", "O", "N", "C", "C", "C", "N", "O", "B", "F", "F", "O", "N", "C", "C", "C", "H", "H", "H", "H", "H", "H", "H", "H", "H", "H", "H", "H", "N", "C", "C", "C", "C", "C", "C", "C", "N", "C", "C", "N", "C", "H", "H", "H", "H", "H", "H", "H", "F", "C", "F", "F", "C", "O", "O"],
  "xyz": [[0.2015, -0.1725, -0.2368], [2.2691, -3.2219, -2.4661], [1.2120, -2.3743, -1.8632], [1.3751, -1.4793, -0.9677], [2.1803, -0.7466, -0.2863], [3.0890, 1.9814, 0.5276], [4.2876, 1.9875, 1.0189], [2.8154, 2.2677, -0.7355], [2.0465, 1.6477, 1.3881], [0.7956, 1.5319, 0.8210], [-0.0582, 2.4773, 1.0309], [0.2253, 3.7408, 1.7495], [-1.3951, 2.1854, 0.4813], [-1.5183, 1.0015, -0.0476], [-2.6962, 0.7470, -0.5924], [-3.0653, -0.7226, -0.8031], [-2.8226, -1.3764, 0.4150], [-4.3220, -0.7508, -1.2449], [-2.1688, -1.3195, -1.8428], [-0.8943, -1.4926, -1.4959], [-0.2345, -2.3796, -2.1841], [-0.8337, -3.2356, -3.2291], [-2.5267, 3.1419, 0.4899], [3.2566, -2.9076, -2.1367], [2.2121, -3.1596, -3.5539], [2.1107, -4.2662, -2.1889], [1.2295, 3.7658, 2.1578], [-0.4922, 3.8663, 2.5630], [0.0835, 4.5815, 1.0651], [-1.8824, -3.4240, -3.0115], [-0.2907, -4.1759, -3.3112], [-0.7816, -2.7265, -4.1967], [-2.2752, 4.0668, 0.9982], [-3.3945, 2.6829, 0.9680], [-2.8241, 3.3624, -0.5381], [-5.2505, -4.0005, 8.0513], [-4.4821, -3.6981, 7.2369], [-3.5511, -3.3205, 6.2555], [-4.0089, -2.7379, 5.0373], [-3.1079, -2.3790, 4.0831], [-1.7251, -2.5938, 4.3178], [-1.2638, -3.1840, 5.5224], [-2.1606, -3.5336, 6.4836], [-0.8054, -2.2412, 3.3383], [0.4552, -2.7995, 3.1304], [0.9468, -2.2179, 2.0231], [0.0192, -1.2879, 1.5411], [-1.0064, -1.3179, 2.3519], [-5.0724, -2.6120, 4.8814], [-3.4494, -1.9925, 3.1311], [-0.2050, -3.3183, 5.6934], [-1.8394, -3.9589, 7.4256], [0.8576, -3.5782, 3.7533], [1.8946, -2.3767, 1.5404], [-1.8912, -0.7135, 2.2788], [0.4994, 1.5492, -4.8698], [1.2254, 2.3145, -4.1154], [2.4344, 1.8804, -3.9410], [1.1392, 3.5652, -4.3808], [0.4237, 2.0228, -2.3612], [-0.0005, 3.0704, -2.0287], [0.5715, 0.8351, -2.1049]],
  "lowdin_charge": [1.660, 0.048, -0.168, -0.222, -0.066, -0.785, 0.347, 0.288, 0.140, -0.048, -0.197, 0.056, -0.214, -0.071, 0.093, -1.057, 0.125, 0.268, 0.102, -0.041, -0.184, 0.047, 0.045, 0.107, 0.118, 0.118, 0.104, 0.123, 0.129, 0.111, 0.105, 0.128, 0.095, 0.120, 0.124, 0.325, -0.070, -0.107, 0.070, 0.066, -0.081, 0.065, 0.071, 0.032, 0.028, -0.035, -0.028, -0.071, 0.156, 0.133, 0.137, 0.157, 0.145, 0.124, 0.140, 0.273, -0.502, 0.271, 0.296, -0.423, 0.274, 0.006]
}

> Which formula does entry 1 have?

C20H18MoN2O6PS